{
  "formula": "C43H51BN8O6SY",
  "method": "ωB97M-V/def2-TZVPD",
  "elements": ["Y", "O", "C", "O", "C", "C", "C", "C", "C", "C", "N", "C", "C", "C", "C", "C", "C", "N", "H", "H", "H", "H", "H", "H", "H", "H", "H", "H", "C", "C", "N", "O", "C", "C", "N", "O", "H", "H", "H", "H", "H", "H", "H", "C", "C", "C", "C", "C", "C", "C", "N", "C", "C", "C", "C", "C", "C", "C", "N", "C", "C", "C", "C", "H", "H", "H", "H", "H", "H", "H", "H", "H", "H", "H", "H", "H", "H", "H", "H", "H", "H", "H", "H", "H", "H", "H", "H", "O", "B", "O", "C", "C", "C", "C", "C", "C", "H", "H", "H", "H", "C", "N", "C", "N", "S", "H", "H", "H", "H", "H", "H"],
  "xyz": [[0.6216, -0.7763, -0.7448], [-6.4274, -4.3336, -1.8101], [-6.0453, -3.5941, -2.8748], [-6.7917, -3.4200, -3.7911], [-4.6286, -3.0858, -2.8643], [-4.0137, -2.7657, -1.6986], [-2.6299, -2.2395, -1.6445], [-2.0425, -1.9960, -2.9887], [-2.7360, -2.3808, -4.1516], [-3.9847, -2.9322, -4.1218], [-0.8211, -1.3664, -2.9672], [-0.3077, -0.8560, -4.0366], [0.9643, -0.1616, -4.0185], [1.5015, 0.3460, -5.1958], [2.7025, 1.0297, -5.1585], [3.3470, 1.1916, -3.9408], [2.7613, 0.6538, -2.8138], [1.5902, -0.0024, -2.8337], [-5.6697, -4.4990, -1.2388], [-4.5175, -2.8410, -0.7387], [-1.4544, -2.6810, 0.0629], [-2.2521, -2.2659, -5.1142], [-4.5003, -3.2302, -5.0229], [-0.8223, -0.8836, -4.9908], [0.9685, 0.1987, -6.1260], [3.1310, 1.4312, -6.0681], [4.2877, 1.7165, -3.8552], [3.2345, 0.7604, -1.8483], [-1.5730, -5.0553, -2.2647], [-1.0272, -4.1395, -1.2276], [-1.7345, -3.1017, -0.8086], [-2.5544, -1.0404, -0.8097], [0.2231, -4.3730, -0.6197], [0.9129, -5.6964, -0.5607], [0.8108, -3.2428, -0.1922], [1.9088, -3.3034, 0.3928], [-2.2988, -4.5663, -2.9112], [-2.0802, -5.8803, -1.7519], [-0.7691, -5.4821, -2.8613], [-3.1632, -0.4159, -1.2206], [0.1992, -6.5160, -0.4875], [1.5690, -5.7138, 0.3074], [1.5389, -5.8603, -1.4425], [-4.5908, 0.4402, 4.4410], [-4.1128, -0.9409, 3.9805], [-5.1873, -1.5736, 3.0771], [-3.9007, -1.8252, 5.2157], [-2.8406, -0.8461, 3.1509], [-1.9651, -1.9243, 3.0261], [-0.8888, -1.8426, 2.1693], [-0.6210, -0.7626, 1.4273], [-1.3980, 0.3123, 1.6098], [-2.5109, 0.3015, 2.4297], [-1.0034, 1.5431, 0.8693], [-1.2222, 2.8001, 1.3971], [-0.8146, 3.9400, 0.7023], [-0.2119, 3.7306, -0.5327], [-0.0031, 2.4481, -0.9869], [-0.3810, 1.3595, -0.3074], [-0.9310, 5.3329, 1.3015], [-2.0687, 5.4185, 2.3232], [0.4092, 5.6215, 2.0038], [-1.1727, 6.3821, 0.2096], [-5.4590, 0.3210, 5.0900], [-4.9015, 1.0703, 3.6056], [-3.8159, 0.9627, 5.0075], [-6.1265, -1.6650, 3.6272], [-4.8854, -2.5708, 2.7487], [-5.3665, -0.9596, 2.1916], [-4.7970, -1.7989, 5.8368], [-3.0608, -1.4721, 5.8183], [-3.7248, -2.8687, 4.9512], [-2.1161, -2.8406, 3.5794], [-0.2011, -2.6755, 2.0658], [-3.1225, 1.1896, 2.4919], [-1.6803, 2.8833, 2.3714], [0.1315, 4.5572, -1.1377], [0.5011, 2.2769, -1.9290], [-1.8867, 4.7919, 3.1983], [-3.0273, 5.1358, 1.8806], [-2.1532, 6.4454, 2.6801], [0.5777, 4.9228, 2.8261], [0.4032, 6.6358, 2.4093], [1.2473, 5.5289, 1.3095], [-2.0387, 6.1263, -0.4054], [-0.3066, 6.5047, -0.4429], [-1.3623, 7.3501, 0.6746], [4.0269, -1.1500, -0.6222], [2.9103, -0.7648, 0.1735], [3.3803, -0.5377, 1.4806], [4.7311, -0.7489, 1.4705], [5.6362, -0.6152, 2.4982], [6.9738, -0.8762, 2.2005], [7.3695, -1.2553, 0.9212], [6.4415, -1.3848, -0.1137], [5.1259, -1.1203, 0.1950], [5.3178, -0.3208, 3.4904], [7.7180, -0.7888, 2.9819], [8.4147, -1.4594, 0.7260], [6.7359, -1.6854, -1.1120], [6.5233, 2.4251, 0.6956], [6.0102, 3.3424, -0.3131], [4.7121, 3.4853, -0.5924], [4.4198, 4.3612, -1.5971], [3.5160, 2.6255, 0.2066], [7.5737, 2.6532, 0.8600], [6.4223, 1.3855, 0.3838], [5.9759, 2.5534, 1.6258], [6.6811, 3.8197, -0.8918], [5.0918, 5.0578, -1.8754], [3.4508, 4.6019, -1.6952]],
  "atomic_forces_ev_per_a": [[-1.11, -0.91, -0.35], [-0.09, 0.08, 0.07], [0.16, -0.35, -0.22], [-0.06, 0.16, 0.04], [-0.08, 0.10, 0.08], [0.00, 0.06, 0.06], [0.02, -0.19, -0.14], [-0.21, -0.05, 0.12], [0.08, 0.08, 0.04], [-0.06, -0.04, -0.08], [0.07, 0.09, 0.13], [0.13, 0.03, -0.11], [-0.05, -0.07, 0.11], [0.05, 0.06, -0.15], [-0.02, -0.01, -0.02], [0.03, 0.01, -0.10], [-0.01, 0.05, 0.12], [0.26, 0.16, -0.03], [0.05, 0.02, 0.04], [0.03, -0.01, -0.03], [0.01, 0.00, 0.14], [-0.01, 0.00, 0.02], [0.01, 0.01, 0.04], [-0.02, 0.00, -0.05], [0.02, 0.00, 0.01], [-0.01, -0.01, 0.01], [-0.02, -0.01, 0.00], [0.00, 0.01, 0.00], [-0.01, -0.03, -0.04], [0.06, -0.15, 0.01], [0.06, 0.26, -0.05], [0.02, -0.13, -0.02], [-0.17, -0.07, -0.09], [0.02, 0.04, -0.03], [-0.11, 0.18, -0.03], [0.08, -0.07, 0.02], [0.01, -0.04, 0.01], [0.01, 0.02, -0.01], [-0.01, 0.01, 0.00], [0.00, 0.12, -0.01], [0.01, 0.02, -0.01], [0.00, -0.01, 0.01], [0.00, 0.01, 0.04], [0.01, -0.01, 0.00], [-0.02, -0.01, 0.00], [0.00, 0.01, 0.02], [0.01, 0.01, -0.01], [0.02, 0.09, -0.05], [-0.09, -0.05, 0.06], [0.15, -0.03, -0.04], [0.11, 0.10, 0.08], [0.02, 0.17, -0.12], [-0.01, -0.10, 0.20], [-0.01, -0.13, -0.01], [-0.05, 0.08, -0.02], [-0.02, -0.03, 0.07], [-0.01, 0.10, -0.03], [-0.02, -0.09, 0.00], [0.12, 0.21, 0.08], [0.03, 0.02, 0.03], [-0.01, -0.02, 0.00], [-0.01, 0.01, 0.00], [0.01, -0.01, -0.03], [0.02, 0.01, -0.01], [0.01, -0.01, 0.02], [-0.03, -0.01, -0.01], [0.04, 0.00, -0.02], [-0.01, 0.02, 0.01], [0.00, -0.02, 0.02], [0.02, -0.01, -0.02], [-0.03, -0.02, -0.01], [0.00, 0.03, 0.01], [0.00, 0.04, -0.01], [-0.02, 0.03, -0.01], [0.00, -0.03, 0.00], [0.00, 0.01, -0.02], [-0.01, -0.03, 0.02], [0.02, -0.02, -0.02], [-0.01, 0.02, -0.03], [0.03, 0.01, 0.02], [0.00, -0.02, 0.00], [0.01, 0.02, -0.02], [-0.01, -0.04, -0.01], [-0.02, 0.01, 0.02], [0.02, 0.02, 0.02], [-0.04, -0.01, 0.02], [0.01, -0.02, -0.01], [0.00, 0.10, 0.03], [0.87, 0.18, 0.19], [-0.08, -0.03, 0.12], [-0.03, 0.03, -0.06], [-0.01, 0.03, 0.09], [0.02, -0.02, -0.02], [-0.01, 0.00, 0.01], [0.04, -0.04, -0.05], [-0.06, -0.03, 0.00], [0.02, -0.01, -0.04], [-0.02, 0.00, -0.01], [-0.03, 0.01, 0.00], [-0.01, 0.02, 0.05], [0.00, 0.01, -0.02], [0.08, -0.08, 0.07], [0.00, 0.01, 0.00], [0.00, -0.07, -0.03], [-0.11, 0.08, -0.06], [0.01, 0.00, -0.02], [-0.02, 0.01, -0.03], [-0.01, 0.03, 0.02], [0.02, 0.03, 0.01], [0.01, 0.01, 0.02], [-0.03, 0.01, 0.00]],
  "mulliken_charge": [-0.165, -0.499, 0.346, -0.541, 0.755, -2.423, 2.147, -0.352, -0.915, -1.904, 0.467, -0.120, 0.190, -1.036, -0.454, -1.067, 0.194, 0.058, 0.369, 0.806, -0.497, 0.350, 0.392, 0.313, 0.478, 0.454, 0.508, -0.003, -1.574, 1.617, 0.774, -0.261, -0.191, -1.814, 1.125, -0.607, 0.203, 0.372, 0.400, 0.382, 0.434, 0.441, 0.316, -1.918, 2.081, -1.694, -1.807, 0.550, -1.030, -1.202, 0.525, 0.154, -0.425, -0.334, -0.619, 0.766, -0.759, -0.744, 0.184, 2.025, -1.888, -1.565, -1.775, 0.462, 0.346, 0.416, 0.472, 0.378, 0.372, 0.443, 0.418, 0.373, 0.344, 0.503, 0.496, 0.476, 0.280, 0.493, 0.341, 0.416, 0.466, 0.360, 0.443, 0.332, 0.408, 0.337, 0.459, -0.313, 1.386, -0.142, 0.838, -1.131, -0.549, -0.620, -0.969, 0.661, 0.516, 0.399, 0.399, 0.492, -0.828, -0.260, 0.392, -0.458, -0.228, 0.386, 0.259, 0.304, 0.228, 0.204, 0.205],
  "spin_multiplicity": 1,
  "homo_lumo_gap_ha": 0.2149,
  "total_charge": 1,
  "e_above_lowest_kcal_mol": 93.4,
  "e_homo_ev": -8.93
}